Below is 12 unconnected molecules or ions with the total composition C21H32Cl22F9NO4S in a non-equilibrium geometry, with properties calculated with wB97M-V/def2-TZVPD.

```
90
Properties=species:S:1:pos:R:3:forces:R:3
N -3.634 3.248 6.234 0.0638 0.8862 0.0162
C -3.430 3.743 5.208 -0.0564 -1.9998 1.3783
O -3.196 3.927 3.972 0.2270 0.8139 -1.3867
C -4.342 4.460 3.287 0.0918 -0.0850 -0.6397
O -3.889 5.336 2.319 0.0245 0.8426 0.1871
C -4.591 5.137 1.150 0.4258 -0.7254 0.8467
O -4.764 5.964 0.342 0.0727 0.5118 -0.9464
O -5.022 3.864 1.137 -0.3003 0.0376 -0.5450
C -5.189 3.454 2.473 -0.4296 -0.0816 1.6249
C -5.006 1.969 2.767 -0.1493 -0.0104 -0.3918
C -4.494 1.150 1.591 0.4812 0.2300 -0.1196
C -3.056 1.601 1.203 -1.0803 -0.3433 1.2309
C -2.096 0.785 2.069 0.1560 -0.1687 -0.8206
C -0.604 1.017 1.790 -2.9694 0.3957 1.2426
F 0.049 0.028 2.368 1.2759 -1.1331 0.4185
F -0.456 0.999 0.481 1.0047 -0.0606 -1.5300
C -0.177 2.366 2.367 1.5702 -0.2821 -0.6331
F -0.695 2.579 3.535 -0.5725 -0.4845 2.2848
F -0.632 3.321 1.612 -0.6006 1.3011 -1.6860
S 1.698 2.613 2.533 0.3172 1.3874 0.1778
F 1.703 3.752 1.436 0.0084 0.0292 -0.5804
F 2.003 1.546 1.421 -0.0436 -0.5658 -0.2156
F 1.771 1.558 3.688 -0.1753 -0.7603 0.1931
F 1.461 3.751 3.613 -0.1444 0.1772 0.3452
F 3.245 2.829 2.693 0.4895 -0.0114 0.0716
H -4.936 4.967 4.038 -0.0883 0.1924 0.1311
H -6.196 3.732 2.783 -0.3357 -0.1381 -0.3202
H -4.371 1.827 3.635 0.2613 0.0775 0.0886
H -5.975 1.606 3.065 -0.2026 -0.2484 0.0481
H -4.415 0.120 1.933 -0.3141 -0.2550 -0.0985
H -5.215 1.163 0.760 0.7192 0.1939 0.3932
H -2.908 1.452 0.145 0.3839 0.1102 -0.2733
H -2.994 2.643 1.490 0.3552 0.2647 -0.5035
H -2.310 0.856 3.128 -0.0006 0.2395 0.2010
H -2.245 -0.260 1.806 0.1194 -0.2607 -0.0437
Cl 1.342 -3.499 -3.348 0.0343 0.1011 0.2228
C 2.471 -2.137 -3.450 -0.0751 -0.3435 -0.1084
Cl 3.871 -2.641 -4.411 0.1848 0.2825 0.0204
H 1.975 -1.305 -3.934 -0.0096 -0.0655 -0.1057
H 2.800 -1.853 -2.457 0.0081 -0.1436 0.0192
Cl -3.042 0.813 -3.922 0.0609 -0.0054 0.0178
C -1.514 0.164 -4.535 -0.0755 0.0377 -0.2305
Cl -0.990 -1.265 -3.644 0.0125 0.2438 -0.0849
H -1.649 -0.132 -5.568 -0.0917 0.0338 -0.0031
H -0.761 0.940 -4.465 0.0188 -0.0372 0.1338
Cl 4.002 -6.138 -2.306 -0.1308 0.2537 -0.0081
C 5.276 -5.045 -1.738 -0.0989 -0.2457 0.0044
Cl 6.578 -6.005 -1.030 0.2323 0.1365 0.1528
H 5.643 -4.478 -2.583 0.1375 -0.0907 -0.0532
H 4.891 -4.376 -0.978 -0.1312 -0.1269 0.0392
Cl 10.008 -7.011 -4.080 0.0477 0.0039 0.0190
C 9.822 -5.313 -3.628 0.0663 0.0205 0.0750
Cl 8.165 -4.748 -3.872 0.0016 0.0426 -0.1982
H 10.075 -5.201 -2.580 -0.0755 -0.0555 0.0197
H 10.486 -4.713 -4.239 -0.0552 -0.0152 -0.0717
Cl 5.415 -6.842 2.914 -0.0027 0.0464 -0.0351
C 6.549 -8.108 2.429 0.0316 0.0029 -0.1016
Cl 6.620 -9.414 3.618 0.0408 -0.0253 -0.0308
H 6.226 -8.518 1.480 -0.0816 -0.0155 0.0373
H 7.536 -7.671 2.332 -0.0046 0.0242 0.0924
Cl 11.306 3.654 -3.681 -0.0489 -0.0481 0.0692
C 10.672 5.271 -4.004 0.1865 0.0690 0.0528
Cl 11.454 6.011 -5.407 -0.0487 0.0472 0.0274
H 9.615 5.196 -4.197 -0.1926 -0.0679 -0.1165
H 10.852 5.895 -3.136 0.0944 -0.0170 -0.0235
Cl -7.365 -0.643 3.805 -0.0452 -0.0574 -0.0092
C -8.840 0.315 3.624 -0.1013 -0.0045 -0.0090
Cl -8.518 1.952 3.033 -0.2648 0.0606 0.1838
H -9.490 -0.183 2.913 0.0338 0.0438 -0.0612
H -9.329 0.385 4.588 0.0828 0.0454 0.0371
Cl -7.366 0.630 0.108 -0.3992 -0.3421 -0.1864
C -8.609 -0.614 -0.064 0.0224 -0.0237 0.0349
Cl -10.171 0.079 -0.526 -0.0302 -0.0458 0.0370
H -8.297 -1.313 -0.830 -0.0044 0.0724 -0.0665
H -8.723 -1.128 0.884 -0.0012 0.0351 0.0186
Cl -1.559 -3.077 -1.010 -0.0141 -0.0965 0.1895
C -2.296 -4.683 -0.987 0.0516 -0.0498 0.0587
Cl -3.920 -4.666 -1.686 -0.0019 -0.0529 0.0087
H -1.675 -5.358 -1.565 -0.0187 0.0587 -0.0820
H -2.362 -5.023 0.040 -0.0585 0.0668 0.0079
Cl 9.144 -2.282 -1.710 -0.2969 0.1870 0.1694
C 9.691 -0.602 -1.546 0.3324 -0.2784 -0.0010
Cl 11.144 -0.387 -2.541 -0.0989 0.3166 0.0653
H 8.909 0.079 -1.861 0.0377 -0.1088 -0.1937
H 9.954 -0.421 -0.511 0.0374 -0.0533 -0.0014
Cl -5.241 2.402 -1.689 0.1433 0.1164 -0.2188
C -6.165 3.371 -2.845 0.0262 0.1003 -0.0432
Cl -7.859 2.872 -2.916 -0.0049 0.0288 -0.0334
H -6.120 4.410 -2.537 -0.0349 -0.0348 0.1069
H -5.725 3.252 -3.828 -0.0124 -0.1029 0.0107
```
Forces are in eV/Å.

Output
molecular weight	1345.5	Da
SMILES	N#CO[C@H]1OC(=O)O[C@H]1CCCCC(F)(F)C(F)(F)S(F)(F)(F)(F)F.ClCCl.ClCCl.ClCCl.ClCCl.ClCCl.ClCCl.ClCCl.ClCCl.ClCCl.ClCCl.ClCCl
HOMO level	-10.706	eV
frontier orbital gap	10.77	eV

Atom charges from the Löwdin analysis, given in e for atoms 1 to 5:
1 N 0.192
2 C -0.361
3 O 0.075
4 C -0.220
5 O 0.146